No. 1
{
  "formula": "C4H34NO15",
  "method": "the ωB97M-V functional and the def2-TZVPD basis",
  "symbols": ["C", "O", "C", "C", "C", "N", "O", "H", "H", "H", "H", "H", "H", "H", "H", "H", "H", "O", "H", "H", "O", "H", "H", "O", "H", "H", "O", "H", "H", "O", "H", "H", "O", "H", "H", "O", "H", "H", "O", "H", "H", "O", "H", "H", "O", "H", "H", "O", "H", "H", "O", "H", "H", "O"],
  "xyz": [[-1.275, 1.435, -0.913], [-0.793, 0.649, -2.013], [-0.428, 1.091, 0.285], [-0.850, 1.688, 1.648], [0.287, 1.713, 2.645], [0.994, 0.544, 2.734], [0.561, 2.673, 3.351], [-1.063, 2.457, -1.238], [-2.359, 1.381, -0.790], [-0.341, 0.013, 0.411], [0.637, 1.280, 0.109], [-1.255, 2.687, 1.500], [-1.644, 1.031, 2.015], [1.857, 0.539, 3.241], [0.750, -0.250, 2.158], [-2.616, -1.471, -3.540], [-1.839, -0.310, -2.990], [-2.161, -0.682, -3.865], [-1.568, -2.420, -0.600], [-3.132, -2.276, -0.570], [-2.423, -2.708, -0.078], [4.067, -0.637, 0.314], [4.782, -1.489, -0.713], [4.326, -1.561, 0.146], [1.292, 0.317, -2.415], [1.696, 0.179, -3.818], [2.074, 0.452, -2.961], [3.646, 1.938, -0.083], [2.869, 1.927, 1.249], [3.703, 1.691, 0.860], [0.029, -0.382, -5.679], [-0.404, -0.857, -4.288], [0.371, -0.812, -4.889], [-0.517, -1.030, 3.042], [-1.306, -2.348, 3.145], [-1.382, -1.380, 3.290], [-3.841, 3.076, 1.722], [-3.815, 1.502, 1.554], [-3.659, 2.357, 1.104], [-0.412, -2.028, -2.199], [-0.385, -0.287, -1.674], [-0.520, -1.674, -1.325], [-2.625, -0.846, 1.099], [-2.879, -0.537, 2.499], [-3.102, -0.197, 1.636], [0.503, -1.847, -0.037], [2.094, -1.891, 0.015], [1.312, -1.598, 0.508], [-1.341, -3.124, 1.430], [-0.362, -4.450, 1.875], [-0.721, -3.583, 2.031], [2.799, 2.456, -2.239], [4.037, 1.513, -2.389], [3.648, 2.216, -1.860]],
  "lowdin_charge": [-0.22, -0.21, -0.17, -0.11, -0.53, 0.16, 0.02, 0.12, 0.11, 0.07, 0.12, 0.11, 0.08, 0.11, 0.05, 0.05, 0.02, -0.09, -0.01, 0.03, -0.14, 0.02, 0.05, -0.07, 0.01, 0.02, -0.07, -0.01, 0.00, -0.07, 0.05, 0.00, -0.08, 0.01, 0.02, -0.06, 0.04, 0.01, -0.08, 0.01, 0.03, -0.29, 0.03, 0.02, -0.08, 0.00, 0.02, -0.11, 0.02, 0.05, -0.07, 0.04, 0.04, -0.07],
  "gap_ev": 9.3,
  "e_tot_ha": -1356.27244,
  "e_lumo_ev": 2.696,
  "total_charge": -1
}

No. 2
{
  "formula": "C6H10O",
  "method": "the ωB97M-V functional and the def2-TZVPD basis",
  "symbols": ["C", "C", "C", "C", "C", "C", "O", "H", "H", "H", "H", "H", "H", "H", "H", "H", "H"],
  "xyz": [[1.767, -0.714, 0.252], [0.659, 0.222, 0.744], [0.071, 1.084, -0.396], [-1.267, 0.421, -0.756], [-1.659, -0.237, 0.545], [-0.578, -0.463, 1.287], [-1.126, -0.666, -1.674], [1.435, -1.264, -0.635], [2.655, -0.129, -0.015], [2.065, -1.440, 1.016], [1.078, 0.861, 1.532], [0.740, 1.157, -1.263], [-0.115, 2.106, -0.044], [-1.998, 1.146, -1.145], [-2.665, -0.599, 0.737], [-0.554, -1.081, 2.181], [-0.509, -0.403, -2.366]],
  "lowdin_charge": [-0.07, -0.35, -0.11, -0.37, -0.03, -0.05, -0.04, 0.08, 0.08, 0.08, 0.13, 0.12, 0.12, 0.14, 0.11, 0.11, 0.09],
  "gap_ev": 10.5,
  "e_tot_ha": -309.83161,
  "smiles": "C[C@@H]1C=C[C@H](O)C1",
  "e_lumo_ev": 1.026
}

No. 3
{
  "formula": "C4H6N2",
  "method": "the ωB97M-V functional and the def2-TZVPD basis",
  "symbols": ["C", "C", "C", "C", "N", "N", "H", "H", "H", "H", "H", "H"],
  "xyz": [[-2.927, -0.369, -0.062], [-1.420, -0.356, 0.065], [0.901, -1.357, 0.061], [-1.079, 1.094, 0.227], [-4.071, -0.278, -0.271], [-0.641, -1.330, -0.041], [1.077, -0.340, -0.235], [1.405, -2.108, -0.494], [1.004, -1.407, 1.168], [0.038, 1.201, 0.275], [-1.752, 1.540, 1.001], [-1.326, 1.591, -0.637]],
  "lowdin_charge": [-0.15, -0.39, -0.03, -0.05, 0.15, 0.04, 0.04, 0.06, 0.10, 0.09, 0.11, 0.05],
  "gap_ev": 10.5,
  "e_tot_ha": -265.45193,
  "smiles": "C/N=C(\\C)C#N",
  "e_lumo_ev": 0.664
}

No. 4
{
  "formula": "C5H5Br3N2OS2",
  "method": "the ωB97M-V functional and the def2-TZVPD basis",
  "symbols": ["C", "C", "C", "C", "C", "N", "N", "O", "S", "S", "Br", "Br", "Br", "H", "H", "H", "H", "H"],
  "xyz": [[-0.548, 0.110, 1.157], [1.143, 1.275, -0.067], [4.913, -0.141, -0.348], [-1.402, -0.705, 2.058], [2.069, 2.054, -2.750], [-0.673, 1.404, 1.012], [0.254, 2.060, 0.415], [3.286, 0.458, -1.185], [1.008, -0.371, 0.330], [2.632, 1.794, -0.943], [6.270, -0.601, -1.603], [5.361, 1.492, 0.617], [0.603, 0.963, -3.301], [-1.036, -1.766, 2.096], [-1.514, -0.205, 3.045], [-2.461, -0.833, 1.607], [1.775, 3.187, -2.985], [3.046, 1.844, -3.197]],
  "lowdin_charge": [-0.54, -0.84, -1.00, -0.09, -0.75, -0.04, -0.04, -0.73, 1.08, 0.86, 0.51, 0.48, 0.68, 0.08, 0.09, 0.11, 0.09, 0.03],
  "gap_ev": 7.5,
  "e_tot_ha": -8896.48068,
  "e_lumo_ev": -0.500
}

No. 5
{
  "formula": "C23H37ClN3O6P",
  "method": "the ωB97M-V functional and the def2-TZVPD basis",
  "symbols": ["C", "C", "C", "C", "N", "C", "C", "P", "C", "C", "C", "C", "C", "C", "C", "O", "C", "C", "O", "N", "N", "C", "C", "C", "O", "C", "C", "C", "O", "O", "C", "C", "O", "H", "H", "H", "H", "H", "H", "H", "H", "H", "H", "H", "H", "H", "H", "H", "H", "H", "H", "H", "H", "H", "H", "H", "H", "H", "H", "H", "H", "H", "H", "H", "H", "H", "H", "H", "H", "H", "Cl"],
  "xyz": [[0.236, 1.897, -5.634], [0.760, 0.469, -5.363], [1.465, 0.439, -3.982], [0.404, 0.478, -2.856], [1.005, 1.176, -1.692], [0.564, 0.685, -0.448], [-0.360, 1.397, 0.330], [-1.133, 2.987, -0.148], [-2.936, 2.583, -0.446], [-0.559, 3.621, -1.782], [-1.648, 4.617, -2.301], [-0.649, 0.783, 1.584], [-1.588, 1.549, 2.517], [-2.263, 0.714, 3.613], [-3.756, 0.392, 3.333], [-4.023, -1.007, 3.237], [-3.938, -1.648, 4.425], [-3.671, -3.134, 4.299], [-4.021, -1.112, 5.504], [-0.184, -0.331, 2.054], [0.665, -1.001, 1.288], [1.124, -2.268, 1.842], [0.338, -3.394, 1.120], [-1.056, -3.661, 1.722], [-0.752, -2.964, 0.382], [1.033, -0.518, 0.118], [2.041, -1.320, -0.695], [3.445, -1.027, -0.179], [3.613, -0.112, 0.615], [4.419, -1.795, -0.640], [5.687, -1.382, -0.045], [6.230, -1.886, 1.262], [6.314, -0.583, -0.683], [-0.741, 1.863, -6.119], [0.124, 2.474, -4.713], [0.967, 2.408, -6.261], [1.506, 0.182, -6.105], [-0.034, -0.280, -5.325], [2.114, 1.316, -3.919], [2.043, -0.483, -3.880], [0.178, -0.557, -2.578], [-0.482, 0.993, -3.232], [2.013, 1.048, -1.705], [-3.520, 3.477, -0.229], [-3.071, 2.369, -1.507], [-3.274, 1.752, 0.168], [-0.477, 2.861, -2.550], [0.368, 4.179, -1.672], [-2.129, 5.177, -1.500], [-2.387, 4.015, -2.834], [-1.198, 5.259, -3.057], [-0.969, 2.324, 2.982], [-2.358, 2.076, 1.960], [-1.764, -0.213, 3.891], [-2.276, 1.326, 4.518], [-4.055, 0.857, 2.392], [-4.369, 0.864, 4.101], [-4.076, -3.498, 3.353], [-2.585, -3.234, 4.228], [-4.070, -3.673, 5.150], [0.866, -2.330, 2.891], [2.194, -2.469, 1.651], [0.899, -4.254, 0.773], [-1.563, -2.782, 2.103], [-1.574, -4.489, 1.255], [1.842, -2.392, -0.696], [2.047, -0.987, -1.732], [5.472, -2.081, 2.010], [6.794, -2.804, 1.098], [6.910, -1.130, 1.655], [3.832, -3.806, 1.081]],
  "lowdin_charge": [-0.10, -0.24, -0.19, -0.19, 0.00, -0.17, -0.19, 1.02, -0.25, -0.42, -0.16, -0.22, -0.14, -0.14, -0.16, -0.01, -0.53, 0.02, 0.11, 0.21, -0.01, -0.08, -0.30, 0.03, -0.11, -0.08, 0.02, -0.52, 0.11, -0.01, -0.42, -0.05, 0.14, 0.07, 0.05, 0.08, 0.10, 0.11, 0.12, 0.11, 0.12, 0.10, 0.12, 0.04, 0.04, 0.02, 0.02, 0.08, 0.06, 0.06, 0.07, 0.13, 0.06, 0.11, 0.12, 0.11, 0.12, 0.09, 0.08, 0.09, 0.14, -0.02, 0.12, 0.09, 0.11, 0.12, 0.10, 0.02, 0.09, 0.09, -0.10],
  "gap_ev": 6.2,
  "e_tot_ha": -2315.71709,
  "e_lumo_ev": -1.410
}

No. 6
{
  "formula": "C4H9OS",
  "method": "the ωB97M-V functional and the def2-TZVPD basis",
  "symbols": ["C", "O", "C", "C", "C", "S", "H", "H", "H", "H", "H", "H", "H", "H", "H"],
  "xyz": [[1.591, 0.915, 1.130], [2.560, 0.538, 2.032], [0.317, 0.009, 1.003], [-0.238, 0.204, -0.407], [-0.937, -1.037, -0.938], [-1.969, -0.859, -2.448], [1.224, 1.949, 1.110], [2.102, 0.801, 0.085], [-0.412, 0.465, 1.720], [0.355, -1.086, 1.193], [0.655, 0.278, -0.995], [-0.875, 1.150, -0.540], [-0.088, -1.760, -1.233], [-1.699, -1.429, -0.264], [-2.588, -0.138, -1.449]],
  "lowdin_charge": [-0.54, -0.41, -0.23, -0.34, -0.64, 0.60, 0.07, 0.08, 0.10, 0.10, 0.07, 0.12, 0.10, 0.05, -0.12],
  "gap_ev": 5.1,
  "e_tot_ha": -631.16730,
  "smiles": "[O-]CCCCS",
  "e_lumo_ev": 2.961,
  "total_charge": -1
}